Formula: C5H9N2
Source: the Open Molecules 2025 dataset
Level of theory: wB97M-V/def2-TZVPD

lowest unoccupied orbital energy = -8.15 eV
ΔE to the lowest compared entry with this formula, charge and spin = 11.1931 eV
HOMO level = -11.7 eV
frontier orbital gap = 3.52 eV

ORCA input file:
```
! wB97M-V def2-TZVPD RIJCOSX def2/J DEFGRID3
* xyz 1 1
C -1.77 -0.94 0.67
C -1.39 0.48 0.33
C -2.56 -0.40 -0.45
C 3.36 0.94 0.65
N 4.10 -0.09 0.24
C 2.36 0.56 -0.12
N -2.15 -0.61 -1.68
H -2.34 -1.31 1.50
H -1.02 -1.66 0.36
H -1.64 1.28 1.01
H -0.53 0.51 -0.31
H -3.63 -0.18 -0.32
H 3.68 1.72 1.34
H 3.71 -1.02 0.33
H 2.27 0.63 -1.19
H -2.47 0.09 -2.37
*
```